ORCA calculation (wB97M-V/def2-TZVPD) on C17H18F3N3O as an isolated structure at a distorted geometry.

XYZ file:
```
42
Properties=species:S:1:pos:R:3:forces:R:3
C 2.64796 -3.69052 -1.29714 -0.2370 -6.4042 4.0826
C 1.66477 -3.43821 -0.26786 -1.7170 -3.4978 5.0127
C 1.09202 -2.18146 0.08402 2.7703 -7.3024 -1.6394
C 0.32942 -2.10058 1.12906 -2.8782 0.8887 2.8336
C 0.01127 -3.26152 1.75844 -3.5873 2.0815 7.3561
C 0.48573 -4.51410 1.64042 0.1577 -2.5353 -0.8850
C 1.42837 -4.68597 0.66973 -0.9925 1.9754 -4.4945
H 1.52496 -5.72243 0.21372 0.8729 1.3995 0.7897
H 0.01932 -5.41901 2.14619 0.8010 1.5661 -0.2495
C -0.93387 -3.01684 3.12498 -0.9429 -8.6378 -4.2389
H -1.15111 -3.99765 3.87606 1.0497 2.0546 -2.4512
H -0.72416 -2.35671 3.77168 2.2296 5.5155 4.1853
H -1.86373 -2.83858 2.68496 -1.5692 0.4215 -0.0990
N -0.16996 -0.77811 1.50912 8.2791 -1.2451 -0.9184
C -1.39809 -0.43207 1.44694 5.4941 8.3752 1.6440
O -2.29133 -1.05675 1.68513 -9.1790 -4.9591 0.2589
C -1.25431 1.22202 1.62858 -16.4301 -6.7465 -8.6860
N -0.78334 1.75062 0.53061 -5.4951 3.5766 -3.2698
C -1.65790 2.41287 -0.61053 4.8144 -2.0340 3.4549
C -0.56055 2.64740 -1.38836 -1.2145 1.8307 -6.5146
C 0.61143 2.08975 -1.02673 -1.5868 -0.1806 7.1370
N 0.41782 1.59504 0.44864 4.8814 2.0336 -7.3244
C 1.91325 2.20737 -1.46662 4.2587 -0.1499 -4.4328
F 2.88172 2.98371 -0.69949 -2.4795 -2.6076 -2.1469
F 2.31088 0.87325 -1.72721 1.2193 1.8230 1.3208
F 1.94941 2.70466 -2.85612 0.0387 -0.1328 3.3622
H -0.53521 3.10326 -2.54421 -0.5077 -1.0373 3.4186
C -3.14097 2.60114 -0.53685 10.4051 1.4787 3.1432
C -3.68344 2.22648 -1.68545 -5.6880 2.2334 -12.8246
C -3.86268 1.46097 -0.54440 -6.8901 -9.3542 3.0740
H -4.95366 1.47360 -0.00641 2.8226 -0.0279 -1.3968
H -3.52137 0.33034 -0.69347 -0.1474 2.7491 1.1553
H -4.60701 2.95946 -2.04479 2.2609 -2.1552 0.7415
H -3.12585 1.81346 -2.69944 -1.1730 1.2040 3.1067
H -3.21018 3.41351 0.00473 -1.9583 4.1087 2.5489
H -2.63425 1.54407 1.86918 4.2805 -0.7197 -0.9659
H -0.90363 1.45525 2.37142 7.2482 4.0547 13.9492
H 0.67312 0.00020 1.46096 -3.1954 -2.5028 -0.2180
H 1.49685 -1.46635 -0.39833 2.0664 5.5793 -3.5125
H 3.41202 -4.43162 -0.86800 -0.7864 1.3105 -0.7213
H 2.24708 -4.16597 -2.08747 -1.3444 -1.2607 -3.1428
H 3.01561 -2.84748 -1.44468 4.0494 7.2304 -2.4430
```
Positions in Å, forces in eV/Å.

As for the spin multiplicity: 1. The calculation puts the total energy at -32575.403 eV. The calculation puts the relative energy (zero: lowest compared OMol25 entry of this formula, charge and spin) at 17.140 eV. The value obtained for the HOMO-LUMO gap is 0.3244 Eh.

ORCA calculation (wB97M-V/def2-TZVPD) on C17H18F5NO5TeZr as an isolated structure.

XYZ file:
```
48
Properties=species:S:1:pos:R:3:forces:R:3
Zr 0.28749 0.82446 -0.00602 -0.2332 -0.3621 0.0421
C -2.14071 4.58497 1.34943 0.0082 0.0377 0.0140
C -1.54479 4.27339 -0.01775 -0.0348 -0.0018 0.0066
C -0.13017 4.83958 -0.14238 -0.0031 -0.0041 0.0399
C -1.61273 2.80410 -0.38079 -0.0835 -0.0656 0.0734
C -2.17857 1.83495 0.45536 0.0480 0.0199 -0.1621
C -2.36642 0.50653 0.02703 0.0061 -0.0430 0.0522
C -2.02857 0.09299 -1.26461 -0.0023 0.0779 -0.0115
C -2.30235 -1.28662 -1.77025 -0.0120 0.0074 -0.0194
C -1.38746 1.04867 -2.07911 0.0300 -0.1310 -0.0870
C -1.17439 2.35318 -1.64672 0.0490 0.1092 -0.0256
H -2.11924 5.66162 1.50910 0.0056 -0.0067 0.0137
H -1.55946 4.12731 2.15472 0.0085 -0.0056 -0.0052
H -3.18090 4.26921 1.43800 0.0023 -0.0127 -0.0135
H -2.17223 4.75988 -0.77467 0.0262 -0.0033 -0.0157
H 0.51356 4.43779 0.64236 -0.0026 -0.0026 -0.0082
H -0.15914 5.92103 -0.02220 0.0109 0.0026 -0.0129
H 0.32577 4.63296 -1.11077 0.0108 0.0167 -0.0031
H -2.48570 2.10262 1.45557 -0.0065 0.0211 -0.0013
H -2.81877 -0.19917 0.71518 -0.0022 -0.0204 -0.0289
H -3.20969 -1.26655 -2.37880 0.0026 0.0011 0.0040
H -2.46781 -1.99341 -0.95863 0.0095 0.0035 0.0026
H -1.49167 -1.63772 -2.40791 0.0041 -0.0174 0.0079
H -1.02613 0.75046 -3.05609 -0.0250 0.0071 -0.0063
H -0.67057 3.04227 -2.31481 -0.0351 0.0226 0.0044
O 0.09474 0.14141 4.29831 0.0219 -0.0073 0.0166
C 0.17831 0.05455 3.01279 -0.0046 -0.0135 -0.0315
O -0.22273 0.92020 2.22362 -0.0543 0.0238 0.0118
C 0.78208 -1.17610 2.45734 0.0014 0.0064 -0.0122
C 1.24901 -2.26994 3.14765 -0.0002 -0.0097 0.0054
C 1.75995 -3.33741 2.40101 0.0016 -0.0009 0.0172
C 1.78068 -3.26822 1.01799 0.0096 0.0075 0.0064
C 1.30035 -2.11495 0.41254 0.0067 0.0069 -0.0008
N 0.81644 -1.10366 1.11938 -0.0463 0.0429 0.0093
C 1.25793 -1.85523 -1.07407 0.0618 -0.0684 0.0002
O 1.56840 -2.64957 -1.89814 -0.0120 0.0073 0.0198
O 0.80090 -0.61480 -1.30394 -0.0096 0.2922 0.1706
H -0.29574 0.98451 4.59151 0.0004 0.0065 -0.0062
H 1.21636 -2.29704 4.22802 -0.0021 -0.0010 0.0014
H 2.13561 -4.21564 2.90894 -0.0003 -0.0037 -0.0040
H 2.16169 -4.07219 0.40235 -0.0008 0.0062 -0.0101
F 2.85071 4.02430 -0.54040 0.0038 0.0072 -0.0294
Te 3.21670 2.25344 -0.28144 0.0446 -0.1278 0.1547
F 4.49823 2.33913 -1.56395 -0.0088 0.0560 0.0133
F 4.34408 2.61519 1.09919 -0.0258 0.0520 -0.0176
F 1.94415 1.78227 -1.63867 -0.1669 0.0214 -0.0685
F 3.59080 0.44399 -0.12050 -0.1107 0.0394 -0.0407
O 1.68925 1.99770 0.77557 0.5092 0.0057 -0.0654
```
Positions in Å, forces in eV/Å.

As for the spin multiplicity: 1. The calculation puts the total energy at -51800.175 eV. The calculation puts the relative energy (zero: lowest compared OMol25 entry of this formula, charge and spin) at 0.376 eV. Its net charge is +2. The value obtained for the HOMO-LUMO gap is 0.3205 Eh.

ORCA calculation (wB97M-V/def2-TZVPD) on C17H18FN3O5S in the gas phase.

XYZ file:
```
45
Properties=species:S:1:pos:R:3:forces:R:3
C -0.49030 -4.45183 0.29124 0.0936 0.3308 0.0604
C -0.20690 -3.19857 1.11558 -0.5983 -0.3179 0.2603
O 0.47098 -2.24898 0.28427 0.3391 -0.6094 -0.0006
C -0.03023 -1.01994 0.19602 -0.0923 0.5311 -0.1548
O -0.96397 -0.60558 0.82391 0.0131 -0.0574 0.0365
C 0.75492 -0.20739 -0.83240 -0.0449 -0.4247 -0.0727
C 1.53118 0.94280 -0.19598 -0.0241 0.3656 -0.1181
S 1.72232 2.16849 -1.52884 -0.0668 -0.2659 -0.1403
C -0.03228 1.82258 -2.00449 0.5621 0.4068 0.0216
C -0.95365 2.66602 -1.15613 -0.1543 -0.0800 0.1149
C -0.75970 4.04357 -1.13152 -0.1878 -0.0938 0.0838
C -1.59524 4.85853 -0.39396 -0.0994 0.0473 0.0464
C -2.62766 4.27594 0.32096 0.0306 -0.2180 -0.0496
F -3.44646 5.06471 1.04493 0.0464 -0.0261 -0.0257
C -2.83955 2.91047 0.31428 -0.1229 0.3486 0.1144
C -1.99725 2.10527 -0.43242 0.1380 0.0954 -0.1735
C -0.34152 1.96162 -3.50287 0.0451 0.0253 -0.1407
C -1.26212 0.76758 -3.76943 0.0008 0.0083 -0.1156
C -0.79479 -0.27293 -2.76445 -0.1651 0.2578 -0.2252
O -0.94959 -1.46925 -2.78715 0.0229 -0.4375 -0.0015
N -0.15115 0.40356 -1.77751 0.1014 0.0753 0.3207
C 0.64173 -3.56706 2.33494 -0.1294 0.3523 -0.3647
O 0.14640 -4.09580 3.30672 -0.3044 -0.1737 0.1247
N 1.95836 -3.27932 2.19478 0.4498 0.1644 -0.2006
C 3.01701 -3.45508 3.12687 -0.3742 -0.0306 -0.1916
N 2.65723 -4.04965 4.26919 -0.1646 -0.2420 0.4821
O 4.12124 -3.07322 2.83091 0.4627 0.1488 -0.1192
H -1.02256 -5.17333 0.90396 -0.0258 -0.0576 0.0550
H -1.09546 -4.18942 -0.57285 -0.0424 0.0099 -0.0399
H 0.44306 -4.88977 -0.05449 0.0682 -0.0837 -0.0509
H -1.14309 -2.75294 1.47370 0.3091 -0.1088 0.0084
H 1.42456 -0.89616 -1.36578 -0.1177 0.1706 0.0950
H 2.51477 0.64711 0.15815 -0.0191 -0.0602 0.0513
H 0.95681 1.40027 0.61155 0.0266 -0.1206 0.0443
H 0.06322 4.47155 -1.68493 0.0591 0.1042 -0.0205
H -1.45413 5.92697 -0.36321 -0.0140 0.1201 0.0267
H -3.64816 2.48673 0.88758 -0.1040 -0.0064 0.0815
H -2.14911 1.03790 -0.43195 0.0176 -0.0601 0.0095
H -0.80330 2.91849 -3.73698 0.0397 -0.0038 0.0270
H 0.58106 1.86550 -4.07750 -0.0173 -0.0302 0.0059
H -1.19584 0.38132 -4.78414 -0.0438 -0.0421 0.0444
H -2.30494 1.01321 -3.55943 -0.0372 -0.0479 -0.0070
H 2.25300 -2.84900 1.32576 -0.0026 -0.0545 0.2496
H 3.35418 -4.18805 4.97958 0.0364 0.0637 -0.1120
H 1.69007 -4.30791 4.42054 0.0904 0.0266 -0.0397
```
Positions in Å, forces in eV/Å.

The SMILES is C[C@H](OC(=O)[C@@H]1CS[C@@]2(c3ccc(F)cc3)CCC(=O)N12)C(=O)NC(N)=O. As for the spin multiplicity: 1. The calculation puts the total energy at -46184.488 eV. The value obtained for the HOMO-LUMO gap is 0.3502 Eh.

ORCA calculation (wB97M-V/def2-TZVPD) on C17H18FNO2 in the gas phase.

XYZ file:
```
39
Properties=species:S:1:pos:R:3:forces:R:3
C 3.49344 0.07800 -4.83112 -0.0629 0.1754 0.3790
C 3.32277 1.17850 -3.78712 0.0223 0.0247 -0.4421
O 3.39332 0.69059 -2.46354 -0.0112 -0.1161 0.2551
C 2.32376 0.04410 -1.92072 -0.0855 -0.1112 0.1914
C 1.08660 -0.13847 -2.52550 0.2444 0.2100 -0.2482
C 0.06952 -0.79748 -1.85448 0.0615 -0.1952 0.2683
C 0.25696 -1.29519 -0.57710 0.1282 -0.1484 -0.1004
C -0.81965 -2.00110 0.22180 -0.2036 0.1662 -0.2009
C -2.08776 -2.32974 -0.56278 0.2090 -0.0286 0.1241
N -1.14955 -1.18869 1.39237 0.0852 -0.4505 0.1117
C -1.58074 0.08497 1.29280 -0.0481 -0.0758 0.3540
O -1.70687 0.67641 0.23872 -0.0322 0.0807 -0.1841
C -1.86654 0.77801 2.59518 -0.1437 0.0403 0.1635
C -1.69961 2.16118 2.62282 -0.0163 -0.0920 0.0383
C -1.96220 2.89513 3.76321 0.0304 0.0821 -0.0271
C -2.41856 2.25933 4.90664 -0.0047 -0.0747 -0.0456
C -2.61158 0.88953 4.90318 -0.0025 -0.1491 -0.0278
C -2.33207 0.17089 3.75559 0.0663 0.2517 -0.0047
F -2.54404 -1.16931 3.79422 0.0457 0.0746 -0.0176
C 1.49977 -1.10957 0.02410 -0.0576 0.0045 -0.1991
C 2.51736 -0.45378 -0.63082 0.1055 0.1048 -0.1302
H 3.48370 0.51254 -5.82707 -0.0061 0.0230 -0.1304
H 4.44116 -0.43170 -4.67655 0.0825 -0.0453 -0.0206
H 2.69413 -0.65516 -4.75663 -0.0490 -0.0689 -0.0554
H 2.38735 1.72825 -3.94836 0.0987 -0.0021 0.0592
H 4.15322 1.88706 -3.85908 -0.1784 -0.0390 -0.0083
H 0.88733 0.23722 -3.51683 0.0356 0.0414 -0.0961
H -0.88178 -0.90526 -2.34822 -0.1442 -0.0033 -0.0348
H -0.39365 -2.93331 0.61359 -0.0670 0.1633 -0.0194
H -2.56585 -1.41213 -0.89290 -0.0593 0.0365 -0.0725
H -1.84868 -2.94761 -1.42395 -0.0263 -0.0701 -0.1242
H -2.78134 -2.87207 0.07687 -0.0401 -0.0408 0.0151
H -1.12086 -1.63885 2.29064 -0.0852 0.1676 0.0137
H -1.36056 2.63889 1.71617 0.0090 0.0218 -0.0798
H -1.81719 3.96442 3.76045 0.0190 0.0894 -0.0075
H -2.63122 2.82669 5.79972 -0.0217 0.0402 0.0804
H -2.97793 0.36829 5.77378 -0.0365 -0.0704 0.0647
H 1.66930 -1.48348 1.02447 0.0185 -0.0296 0.1104
H 3.47855 -0.30705 -0.16357 0.1202 0.0129 0.0477
```
Positions in Å, forces in eV/Å.

The SMILES is CCOc1ccc([C@H](C)NC(=O)c2ccccc2F)cc1. As for the spin multiplicity: 1. The calculation puts the total energy at -26224.134 eV. The calculation puts the relative energy (zero: lowest compared OMol25 entry of this formula, charge and spin) at 0.106 eV. The value obtained for the HOMO-LUMO gap is 0.3278 Eh.

Question: HOMO-LUMO gap of number 2 (C17H18F5NO5TeZr)?
Answer: 0.3205 Eh